Density functional theory data (ωB97M-V with the def2-TZVPD basis set) for the ion C5H13N2O with charge +1.

Output
SMILES: C=C(N)C[C@H]([NH3+])CO
Net charge: +1
HOMO, Ha: -0.461
2S+1: 1
Energy above the lowest of the compared OMol25 structures with the same formula, charge and spin, kJ/mol: 383.0

Each atom is followed by the atoms it is bonded to, with distances in Å.
Atoms and positions in Å:
1 C 1.11354 -0.92940 1.48848  O2 1.378, C3 1.677, H9 1.082, H10 1.069
2 O 0.84357 -1.06386 2.83271  C1 1.378, H11 1.029
3 C -0.36041 -0.42990 0.86502  C1 1.677, C4 1.486, N8 1.558, H12 1.136
4 C -0.09314 -0.68822 -0.57334  C3 1.486, C5 1.495, H13 1.160, H14 1.154
5 C -0.41264 0.39497 -1.55276  C4 1.495, C6 1.348, N7 1.434
6 C -1.28050 0.06607 -2.52974  C5 1.348, H15 0.962, H16 1.044
7 N 0.41828 1.55667 -1.42363  C5 1.434, H17 0.985, H18 1.090
8 N -0.76572 1.04862 1.14198  C3 1.558, H19 1.053, H20 1.084, H21 0.977
9 H 1.83773 -0.19699 1.15574  C1 1.082
10 H 1.41154 -1.93144 1.26538  C1 1.069
11 H 1.57455 -1.60697 3.31286  O2 1.029
12 H -0.94840 -1.23991 1.40327  C3 1.136
13 H -0.51269 -1.72073 -0.89629  C4 1.160
14 H 0.99987 -0.92528 -0.85921  C4 1.154
15 H -1.34893 0.61964 -3.31382  C6 0.962
16 H -1.75155 -0.85244 -2.68873  C6 1.044
17 H 0.35050 2.31803 -2.04492  N7 0.985
18 H 1.49061 1.41531 -1.28698  N7 1.090
19 H -0.60145 1.29168 2.15358  N8 1.053
20 H -1.80279 1.21212 0.87029  N8 1.084
21 H -0.16194 1.66204 0.68011  N8 0.977